# 1
Computed, not measured: a structure of composition C34H41F3N3O3Si2Ti in a non-equilibrium geometry, with ωB97M-V/def2-TZVPD.

Cartesian coordinates (Å):
Ti: 0.789 1.005 0.748
C: 0.623 -2.898 0.116
C: 1.433 -1.976 0.982
C: 1.216 -1.913 2.357
C: 2.114 -1.256 3.200
C: 1.921 -1.225 4.684
C: 3.277 -0.730 2.651
C: 3.534 -0.804 1.285
C: 4.893 -0.449 0.769
C: 2.565 -1.354 0.442
H: -0.336 -3.135 0.572
H: 1.180 -3.832 0.006
H: 0.464 -2.488 -0.881
H: 0.395 -2.472 2.786
H: 2.821 -1.571 5.189
H: 1.102 -1.866 4.994
H: 1.723 -0.209 5.024
H: 4.029 -0.306 3.304
H: 5.544 -1.313 0.913
H: 5.327 0.382 1.320
H: 4.884 -0.227 -0.294
H: 2.777 -1.468 -0.617
C: -0.466 4.008 -0.660
Si: 0.335 3.580 1.046
C: 1.776 4.829 1.363
C: -0.918 3.760 2.484
C: -1.280 5.040 2.897
C: -2.171 5.233 3.937
C: -2.711 4.137 4.587
C: -2.374 2.863 4.170
C: -1.487 2.652 3.118
Si: -1.179 0.882 2.429
C: -2.916 0.604 1.561
C: -1.366 -0.249 4.003
H: -0.972 4.966 -0.604
H: -1.199 3.257 -0.956
H: 0.284 4.082 -1.444
H: 1.405 5.695 1.909
H: 2.218 5.199 0.440
H: 2.569 4.392 1.967
H: -0.862 5.902 2.399
H: -2.445 6.230 4.246
H: -3.401 4.284 5.404
H: -2.816 2.018 4.672
H: -3.690 1.103 2.136
H: -3.214 -0.438 1.492
H: -2.943 1.034 0.561
H: -2.392 -0.230 4.365
H: -0.735 0.108 4.812
H: -1.125 -1.293 3.832
C: 1.282 -4.448 -5.584
C: -0.035 -4.008 -5.025
C: -0.310 -4.103 -3.667
C: -1.545 -3.750 -3.152
C: -2.539 -3.279 -4.000
N: -3.826 -2.940 -3.530
C: -4.201 -2.527 -2.295
O: -5.321 -2.642 -1.865
N: -3.202 -1.943 -1.482
C: -2.215 -1.051 -1.801
C: -2.050 -0.479 -3.069
C: -1.023 0.423 -3.247
C: -0.201 0.768 -2.186
N: -0.364 0.262 -0.953
C: -1.338 -0.638 -0.787
C: -2.275 -3.172 -5.362
C: -1.039 -3.529 -5.863
H: 1.994 -4.663 -4.791
H: 1.701 -3.683 -6.236
H: 1.144 -5.352 -6.178
H: 0.452 -4.484 -3.001
H: -1.746 -3.874 -2.098
H: -4.599 -3.261 -4.101
H: -3.466 -1.960 -0.505
H: -2.716 -0.721 -3.878
H: -0.865 0.890 -4.204
H: 0.608 1.469 -2.341
H: -1.453 -1.045 0.209
H: -3.049 -2.815 -6.027
H: -0.855 -3.451 -6.924
F: 4.578 1.773 -1.428
C: 4.110 2.563 -0.449
F: 3.900 3.762 -1.005
F: 5.060 2.699 0.467
C: 2.786 2.014 0.089
O: 1.858 1.914 -0.745
O: 2.561 1.736 1.293

Cartesian forces (eV/Å) of the 2 atoms listed first:
Ti -0.24 -1.28 0.17
C 0.06 0.01 0.01

**LUMO level**: -3.7 eV
**Charge**: +1
**Orbital gap**: 7.35 eV
**Max |F|**: 2.61 eV/Å
**HOMO**: -11.05 eV
**Total energy**: -3438.13425 Ha

# 2
Computed, not measured: a structure of composition C5H7FeLiO3 in a non-equilibrium geometry, with ωB97M-V/def2-TZVPD.

Cartesian coordinates (Å):
C: 0.923 1.408 -2.140
C: 2.218 1.481 -1.964
H: 0.202 2.062 -2.625
H: 2.818 2.296 -2.360
H: 2.523 0.939 -0.923
O: 0.149 0.255 -1.393
Li: 0.658 3.102 0.328
O: 0.665 1.151 0.603
C: 0.047 0.351 -0.069
O: -0.735 -0.640 0.315
C: -0.810 -1.034 1.667
C: -1.715 -2.161 1.928
H: -0.532 -0.240 2.358
H: -2.649 -1.821 2.411
H: -1.212 -2.862 2.603
H: -1.982 -2.694 1.003
Fe: -0.569 -1.592 -1.743

Cartesian forces (eV/Å) of the 2 atoms listed first:
C -0.38 0.21 -0.44
C -0.13 -0.92 4.10

**2S+1**: 6
**LUMO level (alpha / beta)**: -15.1 / -16.2 eV
**Charge**: +3
**Orbital gap (alpha / beta)**: 4.41 / 7.02 eV
**Max |F|**: 4.20 eV/Å
**HOMO (alpha / beta)**: -19.47 / -23.22 eV
**Total energy**: -1690.34143 Ha

# 3
Computed, not measured: a cluster of 8 separate species, C20H56N2O8 in total in a non-equilibrium geometry, with ωB97M-V/def2-TZVPD.

Cartesian coordinates (Å):
N: 2.418 0.491 -4.634
C: 1.936 0.748 -3.450
N: 2.817 0.765 -2.487
O: 0.623 1.064 -3.343
H: 1.803 0.470 -5.432
H: 3.432 0.500 -4.901
H: 2.502 0.844 -1.556
H: 3.774 0.379 -2.666
C: -1.168 0.058 -0.233
C: -0.787 1.457 -0.098
C: -0.926 2.017 1.281
O: 0.277 1.826 -0.677
H: -1.198 -0.262 -1.267
H: -2.167 -0.014 0.084
H: -0.457 -0.547 0.364
H: -1.604 1.945 -0.711
H: -2.003 2.209 1.470
H: -0.492 2.957 1.303
H: -0.600 1.450 2.131
H: 0.176 1.472 -1.591
C: 1.403 3.300 4.104
C: 2.741 3.948 3.881
C: 3.829 2.870 3.865
O: 2.871 4.712 2.890
H: 1.466 2.830 5.032
H: 1.179 2.536 3.322
H: 0.604 4.001 4.038
H: 2.919 4.519 4.765
H: 3.764 2.325 2.908
H: 3.989 2.142 4.689
H: 4.852 3.397 3.981
H: 2.621 4.216 2.102
C: -0.065 -2.791 -1.346
C: -1.144 -3.801 -1.021
C: -2.275 -3.042 -0.332
O: -1.652 -4.312 -2.025
H: 0.390 -2.353 -0.451
H: -0.279 -2.027 -2.021
H: 0.707 -3.374 -1.881
H: -0.691 -4.581 -0.413
H: -3.156 -3.669 -0.178
H: -2.610 -2.141 -0.873
H: -1.877 -2.870 0.646
H: -1.085 -5.002 -2.434
C: -1.682 -1.807 -4.356
C: -1.915 -1.619 -5.887
C: -0.644 -0.951 -6.478
O: -2.110 -2.658 -6.558
H: -2.621 -1.887 -3.771
H: -1.062 -1.007 -3.971
H: -1.110 -2.746 -4.264
H: -2.714 -0.905 -6.081
H: -0.784 -0.626 -7.478
H: 0.239 -1.624 -6.465
H: -0.414 -0.040 -5.944
H: -2.503 -3.336 -6.028
C: 2.232 0.070 1.370
C: 2.162 -0.843 2.566
C: 0.792 -1.427 2.677
O: 2.978 -1.800 2.678
H: 2.008 -0.386 0.456
H: 3.170 0.522 1.271
H: 1.457 0.869 1.394
H: 2.278 -0.164 3.441
H: 0.009 -0.644 2.775
H: 0.790 -2.154 3.453
H: 0.460 -2.024 1.858
H: 2.866 -2.124 3.560
C: -4.627 -1.174 1.765
C: -4.058 -1.473 3.149
C: -2.558 -1.027 3.217
O: -4.670 -0.876 4.052
H: -4.398 -0.132 1.487
H: -5.680 -1.294 1.756
H: -4.206 -1.820 1.014
H: -4.145 -2.592 3.329
H: -2.391 0.070 3.083
H: -2.005 -1.539 2.405
H: -2.122 -1.312 4.152
H: -5.443 -1.309 4.357
C: 2.787 4.120 -0.230
O: 2.488 3.016 0.554
H: 3.328 4.859 0.341
H: 1.912 4.651 -0.640
H: 3.401 3.830 -1.085
H: 1.659 2.666 0.254

Cartesian forces (eV/Å) of the 2 atoms listed first:
N 2.18 -0.71 -3.71
C -6.33 2.04 -0.03

**LUMO level**: 0.4 eV
**Orbital gap**: 9.70 eV
**Max |F|**: 11.36 eV/Å
**SMILES string**: NC(N)=O.CC(C)O.CC(C)O.CC(C)O.CC(C)O.CC(C)O.CC(C)O.CO
**HOMO**: -9.34 eV
**Energy above the lowest of the compared OMol25 structures with the same formula, charge and spin**: 3.455 eV
**Total energy**: -1506.81967 Ha

# 4
Computed, not measured: an isolated molecule of C18H15F2N5O3S in a non-equilibrium geometry, with ωB97M-V/def2-TZVPD.

Cartesian coordinates (Å):
C: -0.775 -5.590 0.170
S: -1.943 -5.303 -1.122
N: -1.164 -5.713 -2.551
O: -3.029 -6.305 -0.876
C: -2.434 -3.507 -1.162
C: -1.198 -2.622 -0.836
C: -0.012 -2.668 -1.592
C: 1.094 -1.961 -1.132
C: 1.087 -1.148 0.042
C: -0.058 -1.212 0.877
N: -0.174 -0.546 2.096
C: -0.188 0.817 2.251
N: -1.109 1.149 3.168
C: -1.341 2.385 3.311
N: -0.761 3.350 2.544
C: 0.083 2.850 1.620
C: 0.786 3.879 0.861
C: 0.921 5.224 1.432
C: 1.669 6.152 0.783
C: 2.115 5.874 -0.540
C: 1.796 4.659 -1.176
C: 1.302 3.593 -0.436
O: 1.426 2.406 -1.160
C: 1.914 2.808 -2.349
F: 3.079 2.194 -2.737
F: 0.942 2.386 -3.135
O: 1.956 4.243 -2.504
N: 0.369 1.565 1.457
C: -1.130 -1.990 0.445
H: -1.221 -5.878 1.139
H: -0.168 -4.760 0.340
H: -0.279 -6.468 -0.185
H: -1.745 -6.209 -3.099
H: -2.788 -3.298 -2.156
H: -3.207 -3.404 -0.422
H: 0.145 -3.187 -2.489
H: 1.962 -2.083 -1.691
H: 1.913 -0.522 0.333
H: -0.770 -1.046 2.785
H: -1.997 2.839 3.988
H: 0.460 5.442 2.376
H: 1.917 7.104 1.334
H: 2.575 6.735 -1.142
H: -2.021 -2.239 1.139

Cartesian forces (eV/Å) of the 2 atoms listed first:
C -0.90 -0.52 0.87
S -0.35 -4.64 -5.02

**LUMO level**: -0.5 eV
**Orbital gap**: 8.08 eV
**Max |F|**: 7.92 eV/Å
**SMILES string**: C[S@@](=N)(=O)Cc1cccc(Nc2ncnc(-c3cccc4c3OC(F)(F)O4)n2)c1
**HOMO**: -8.54 eV
**Total energy**: -1792.21261 Ha

# 5
Computed, not measured: an isolated molecule of C11H12N2O2 in a non-equilibrium geometry, with ωB97M-V/def2-TZVPD.

Cartesian coordinates (Å):
C: -3.405 -0.369 0.149
C: -2.800 0.264 1.234
C: -2.613 -0.969 -0.798
C: -1.464 0.064 1.484
C: -1.301 -1.191 -0.553
C: -0.644 -0.562 0.528
C: 1.640 1.597 1.088
C: 1.680 0.278 1.301
C: 0.926 2.014 -0.083
C: 0.798 -0.571 0.502
C: 2.774 -1.644 -0.301
N: 1.113 0.980 -1.088
N: 0.247 0.992 -2.097
O: 0.159 2.934 -0.308
O: 1.337 -1.706 -0.099
H: -4.447 -0.043 0.100
H: -3.456 0.525 2.088
H: -3.142 -1.705 -1.460
H: -0.805 0.325 2.379
H: -0.745 -1.703 -1.190
H: 2.028 2.383 1.628
H: 2.546 -0.116 1.898
H: 2.933 -0.616 -0.385
H: 2.936 -2.061 -1.271
H: 3.458 -2.008 0.397
H: -0.484 1.751 -2.134
H: 0.731 1.156 -3.008

Cartesian forces (eV/Å) of the 2 atoms listed first:
C -0.25 2.92 0.68
C -0.55 -1.39 2.04

**LUMO level (alpha / beta)**: -0.1 / -0.1 eV
**Orbital gap (alpha / beta)**: 7.51 / 7.51 eV
**Max |F|**: 4.29 eV/Å
**HOMO (alpha / beta)**: -7.65 / -7.64 eV
**Energy above the lowest of the compared OMol25 structures with the same formula, charge and spin**: 5.996 eV
**Total energy**: -686.18353 Ha

# 6
Computed, not measured: an isolated molecule of C4H4NP in a non-equilibrium geometry, with ωB97M-V/def2-TZVPD.

Cartesian coordinates (Å):
C: 1.848 -0.445 1.010
C: 1.060 0.082 -0.010
C: -0.174 0.189 0.002
C: 2.499 0.093 -0.207
N: -1.376 -0.044 -0.211
P: -2.866 0.310 0.529
H: 3.048 0.940 0.018
H: 3.005 -0.549 -0.867
H: -3.218 -1.093 0.229
H: -3.827 0.519 -0.493

Cartesian forces (eV/Å) of the 2 atoms listed first:
C 0.36 -0.82 0.84
C 4.24 0.12 0.31

**LUMO level**: -0.4 eV
**Orbital gap**: 8.67 eV
**Max |F|**: 8.82 eV/Å
**HOMO**: -9.10 eV
**Energy above the lowest of the compared OMol25 structures with the same formula, charge and spin**: 3.858 eV
**Total energy**: -550.67792 Ha